# 1
Formula: C17H20N2O3S2
Source: OMol25
Level of theory: ωB97M-V with the def2-TZVPD basis set

Geometry as XYZ:
```
44
Properties=species:S:1:pos:R:3
C 6.93 2.08 0.51
C 5.74 1.33 0.31
C 4.29 1.87 0.63
C 3.13 1.20 0.43
C 3.23 -0.25 -0.01
S 1.71 -1.04 0.04
O 1.54 -1.46 -1.21
O 1.44 -1.71 1.12
N 0.53 0.05 0.02
C -0.58 0.06 1.06
C -1.73 -0.95 0.50
N -2.04 -0.49 -0.83
C -3.28 0.29 -1.00
O -3.29 1.21 -2.09
C -4.37 0.11 -0.02
C -4.91 -1.15 0.16
C -6.13 -0.91 1.22
C -6.34 0.41 1.34
S -5.33 1.43 0.66
C -0.94 0.04 -1.83
C 0.13 0.72 -1.08
C 4.46 -0.79 -0.03
C 4.44 -2.23 -0.40
C 5.75 0.06 0.06
H 7.50 1.72 0.02
H 7.15 2.00 1.48
H 6.70 2.99 0.18
H 4.34 3.08 0.52
H 2.19 1.81 0.40
H -0.20 -0.52 1.79
H -1.00 1.14 1.34
H -2.53 -1.17 1.02
H -1.24 -1.97 0.17
H -4.45 -2.27 -0.06
H -6.47 -1.81 1.46
H -7.14 0.86 1.63
H -1.45 0.32 -2.58
H -0.51 -1.05 -2.03
H 0.99 0.91 -1.84
H -0.32 1.74 -1.12
H 5.42 -2.61 0.04
H 3.81 -2.69 0.56
H 3.82 -2.33 -1.09
H 6.61 -0.63 0.14
```

Properties
Total charge ... 0
SMILES ... Cc1ccc(S(=O)(=O)N2CCN(C(=O)c3cccs3)CC2)c(C)c1
HOMO energy ... -8.427 eV

Results of the Löwdin charge analysis, in e, for atoms 1 through 4: number 1, C, carries 0.00; number 2, C, carries -0.24; number 3, C, carries -0.01; number 4, C, carries -0.06



# 2
Formula: C24H36N2O5
Source: OMol25
Level of theory: ωB97M-V with the def2-TZVPD basis set

Geometry as XYZ:
```
67
Properties=species:S:1:pos:R:3
C 8.25 0.33 6.83
O 7.25 0.38 5.70
C 6.29 -0.79 5.75
C 5.42 -0.53 4.66
C 4.57 -1.65 4.56
O 4.51 -2.48 5.59
N 3.52 -1.45 3.87
C 3.27 -0.67 2.78
H 4.12 0.02 2.78
C 1.95 0.21 3.15
H 1.66 0.84 2.60
H 2.11 0.48 4.25
C 0.90 -0.74 3.10
C 0.99 -2.00 4.21
C 2.48 -2.70 3.70
H 2.68 -3.31 4.58
H 2.36 -2.89 2.70
H 0.30 -2.62 4.17
H 1.05 -1.71 5.12
O 0.42 -1.29 2.07
C -0.08 -0.67 1.00
C -0.73 0.70 1.41
C -1.41 1.27 0.23
C -1.54 0.77 -0.92
C -0.92 -0.87 -1.33
C -0.34 -1.22 -0.29
H 0.25 -2.07 -0.44
H -1.12 -1.19 -2.21
C -2.07 1.53 -2.11
O -1.58 2.50 -2.70
N -3.33 0.86 -2.67
C -3.92 -0.22 -2.18
H -3.56 -0.54 -1.25
C -4.08 -1.16 -3.24
C -4.78 -0.60 -4.44
H -5.08 -1.52 -5.15
C -3.98 0.43 -5.07
C -4.84 1.34 -6.04
C -3.82 2.12 -6.91
C -4.55 2.74 -7.97
O -4.85 2.05 -9.20
H -5.41 1.27 -8.60
H -5.35 3.30 -7.75
H -3.74 3.65 -8.60
H -2.85 1.50 -7.24
H -3.53 3.00 -6.43
H -5.00 0.47 -6.94
H -5.63 1.83 -6.02
C -3.92 1.45 -3.87
H -3.24 2.38 -3.98
H -4.91 1.90 -3.58
H -3.05 0.15 -5.27
H -5.97 -0.40 -4.36
H -4.82 -1.91 -2.82
H -3.29 -1.48 -3.51
H -5.19 0.31 -1.71
H -1.63 2.30 0.25
H -0.58 1.21 2.24
H -0.23 -0.33 3.65
H 2.86 -0.78 1.87
H 6.00 -0.52 3.65
H 4.86 0.50 4.88
H 6.96 -1.73 5.65
H 5.98 -0.70 6.98
H 9.00 1.24 6.67
H 8.93 -0.56 6.67
H 7.90 0.37 7.81
```

Properties
Total charge ... 0
HOMO energy ... -8.562 eV

Results of the Löwdin charge analysis, in e, for atoms 1 through 4: number 1, C, carries -0.10; number 2, O, carries -0.27; number 3, C, carries -0.23; number 4, C, carries -0.16



# 3
Formula: C16H22F3N3O2
Source: OMol25
Level of theory: ωB97M-V with the def2-TZVPD basis set

Geometry as XYZ:
```
46
Properties=species:S:1:pos:R:3
C -4.22 -1.73 -2.44
C -3.70 -1.35 -1.06
C -3.50 -2.62 -0.13
C -2.32 -0.78 -1.19
C -1.94 0.18 0.27
N -0.76 0.86 -0.07
C 0.44 0.39 0.19
C 0.85 -1.10 0.38
C 2.06 -1.45 0.44
C 3.28 -0.41 0.07
C 4.65 -1.05 0.16
F 5.52 -0.32 0.05
F 4.86 -1.57 1.29
F 4.70 -2.00 -0.70
C 2.90 0.85 -0.01
C 1.57 1.29 -0.26
N 1.35 2.77 -0.31
O 2.46 3.45 -0.58
O 0.27 3.20 -0.36
C -3.05 1.08 0.67
C -4.41 0.12 0.65
C -4.41 -0.51 2.19
C -5.65 1.30 0.91
N -4.78 -0.65 -0.29
H -3.39 -2.43 -2.85
H -5.16 -2.10 -2.25
H -4.43 -0.77 -3.06
H -3.09 -2.38 0.89
H -2.82 -3.45 -0.58
H -4.59 -3.04 0.30
H -1.53 -1.28 -1.56
H -2.45 0.19 -1.58
H -1.75 -0.44 1.06
H -0.90 1.83 -0.31
H 0.02 -1.52 0.44
H 2.33 -2.48 0.63
H 3.73 1.67 -0.55
H -2.85 1.40 1.57
H -3.22 1.75 -0.11
H -3.42 -1.13 2.24
H -4.39 0.25 2.93
H -5.27 -1.21 2.07
H -5.64 1.80 0.00
H -5.50 2.07 1.65
H -6.35 0.78 0.98
H -5.25 -0.12 -0.90
```

Properties
Total charge ... 0
SMILES ... CC1(C)CC(Nc2ccc(C(F)(F)F)cc2[N+](=O)[O-])CC(C)(C)N1
HOMO energy ... -8.218 eV

Results of the Löwdin charge analysis, in e, for atoms 1 through 4: number 1, C, carries -0.03; number 2, C, carries -0.54; number 3, C, carries -0.05; number 4, C, carries 0.00



# 4
Formula: C6H14I2Si
Source: OMol25
Level of theory: ωB97M-V with the def2-TZVPD basis set

Geometry as XYZ:
```
23
Properties=species:S:1:pos:R:3
C -1.76 1.78 1.41
C -1.57 0.82 0.30
C -0.68 1.41 -0.81
Si -3.12 0.04 -0.62
I -3.12 -2.37 0.03
I -5.15 1.35 0.10
H -1.92 2.81 1.09
H -2.56 1.53 2.10
H -1.03 1.81 2.13
H -1.04 0.01 0.58
H -1.25 1.91 -1.52
H -0.13 0.58 -1.24
H 0.16 1.88 -0.34
H -2.94 0.37 -2.04
C 0.42 -1.72 -1.51
C 1.36 -1.92 -0.58
C 1.16 -1.67 0.90
H 0.73 -1.94 -2.55
H -0.61 -1.57 -1.22
H 2.39 -2.22 -0.84
H 1.96 -2.13 1.45
H 1.30 -0.52 0.99
H 0.16 -1.98 1.13
```

Properties
Total charge ... 0
SMILES ... CC(C)[SiH](I)I.C=CC
HOMO energy ... -9.636 eV

Results of the Löwdin charge analysis, in e, for atoms 1 through 4: number 1, C, carries -0.16; number 2, C, carries -0.60; number 3, C, carries -0.13; number 4, Si, carries -0.14



# 5
Formula: C6H14O3
Source: OMol25
Level of theory: ωB97M-V with the def2-TZVPD basis set

Geometry as XYZ:
```
23
Properties=species:S:1:pos:R:3
C 1.50 -1.63 -0.05
C 1.10 -0.69 1.07
C 0.31 -1.38 2.16
C 0.39 0.81 0.46
O 1.33 1.40 -0.37
C -0.89 0.34 -0.10
C -1.11 1.00 -1.69
O -1.23 2.40 -1.52
O -2.24 0.46 -2.30
H 2.15 -2.42 0.32
H 2.05 -1.09 -0.82
H 0.63 -2.09 -0.51
H 2.01 -0.27 1.51
H 0.90 -2.17 2.63
H -0.59 -1.86 1.76
H 0.01 -0.68 2.94
H 0.22 1.43 1.35
H 1.02 2.28 -0.61
H -1.73 0.78 0.44
H -1.09 -0.71 -0.23
H -0.27 0.75 -2.36
H -1.48 2.80 -2.37
H -2.99 0.55 -1.69
```

Properties
Total charge ... 0
SMILES ... CC(C)[C@@H](O)CC(O)O
HOMO energy ... -9.501 eV

Results of the Löwdin charge analysis, in e, for atoms 1 through 4: number 1, C, carries -0.09; number 2, C, carries -0.34; number 3, C, carries -0.09; number 4, C, carries -0.35



# 6
Formula: C3H10NS
Source: OMol25
Level of theory: ωB97M-V with the def2-TZVPD basis set

Geometry as XYZ:
```
15
Properties=species:S:1:pos:R:3
C 2.20 -1.88 0.65
N 1.05 -1.60 1.10
H 2.94 -2.39 1.25
H 2.43 -1.57 -0.37
H 0.29 -1.13 0.52
H 0.81 -1.92 2.03
C -0.31 1.72 -1.16
C -1.46 1.28 -0.27
S -1.59 -0.56 -0.31
H -0.53 2.69 -1.60
H -0.10 1.02 -1.97
H 0.62 1.83 -0.58
H -1.31 1.58 0.77
H -2.42 1.63 -0.62
H -2.60 -0.69 0.57
```

Properties
Total charge ... +1
HOMO energy ... -13.395 eV

Results of the Löwdin charge analysis, in e, for atoms 1 through 4: number 1, C, carries 0.15; number 2, N, carries 0.16; number 3, H, carries 0.12; number 4, H, carries 0.13



| no. | HOMO-LUMO gap (eV) |
| --- | --- |
| 1 | 8.831 |
| 2 | 8.342 |
| 3 | 7.765 |
| 4 | 9.517 |
| 5 | 10.195 |
| 6 | 8.261 |